(1)
Density functional theory data (ωB97M-V with the def2-TZVPD basis set) for a molecular structure, C24H43ClF6NO10Y at a distorted geometry.

Positions of all 86 atoms, in Å:
Y: -9.670 14.587 -19.307
Cl: -8.333 14.124 -21.580
F: -9.552 20.291 -20.088
F: -12.260 12.611 -15.623
F: -8.178 19.157 -18.862
F: -10.215 19.439 -18.213
F: -10.090 12.515 -15.742
F: -11.043 13.868 -14.328
O: -10.001 16.909 -19.233
O: -5.393 15.958 -19.466
O: -11.964 10.743 -19.756
O: -9.038 17.707 -21.125
O: -10.426 12.325 -20.017
O: -11.416 14.007 -17.864
O: -11.729 15.060 -20.686
O: -9.883 15.084 -16.715
O: -7.437 15.483 -18.735
O: -12.977 15.070 -22.529
N: -8.326 12.775 -18.247
C: -11.139 13.355 -15.579
C: -12.807 15.158 -21.213
C: -5.609 10.460 -18.842
C: -12.073 14.465 -24.650
C: -11.782 15.158 -23.347
C: -5.970 16.840 -20.436
C: -6.234 15.320 -18.683
C: -9.558 16.045 -15.729
C: -11.742 10.758 -18.336
C: -9.458 19.196 -19.280
C: -11.169 14.459 -16.638
C: -7.946 11.815 -17.743
C: -6.691 9.721 -18.081
C: -14.087 15.303 -20.452
C: -4.891 17.261 -21.406
C: -8.490 17.672 -23.440
C: -7.461 10.592 -17.100
C: -9.371 18.299 -22.361
C: -11.780 9.332 -17.808
C: -9.916 17.945 -20.038
C: -8.390 16.905 -16.151
C: -11.289 11.626 -20.482
C: -11.662 11.611 -21.930
C: -5.529 14.378 -17.771
H: -5.341 17.778 -22.248
H: -6.288 8.825 -17.604
H: -11.352 10.651 -22.346
H: -4.358 16.374 -21.758
H: -8.352 10.079 -16.728
H: -12.634 8.752 -18.151
H: -12.374 13.437 -24.452
H: -5.284 13.472 -18.334
H: -10.882 8.799 -18.145
H: -4.917 10.919 -18.132
H: -12.836 14.993 -25.214
H: -4.588 14.803 -17.434
H: -8.189 17.623 -15.353
H: -5.079 9.801 -19.525
H: -7.524 17.427 -22.993
H: -11.150 14.427 -25.231
H: -6.879 10.888 -16.224
H: -11.524 16.205 -23.484
H: -10.980 14.644 -22.817
H: -14.571 16.240 -20.725
H: -10.442 18.160 -22.579
H: -6.045 11.240 -19.472
H: -6.411 17.700 -19.939
H: -10.409 16.664 -15.430
H: -7.418 9.290 -18.782
H: -11.755 9.344 -16.719
H: -8.495 17.403 -17.114
H: -6.818 16.383 -20.950
H: -13.876 15.268 -19.390
H: -9.206 19.384 -22.330
H: -10.785 11.206 -18.082
H: -8.886 16.713 -23.775
H: -7.484 16.298 -16.262
H: -10.932 18.198 -20.424
H: -11.955 15.182 -16.352
H: -6.180 14.075 -16.957
H: -4.145 17.891 -20.918
H: -14.763 14.496 -20.739
H: -9.238 15.518 -14.820
H: -8.335 18.353 -24.275
H: -12.512 11.374 -17.875
H: -12.738 11.721 -22.079
H: -11.180 12.424 -22.466

LUMO: 0.3 eV
HOMO-LUMO gap: 8.6 eV
Highest occupied orbital energy: -8.323 eV


(2)
Density functional theory data (ωB97M-V with the def2-TZVPD basis set) for a gas-phase ion, C24H43F11N6O2PS3 (charge +1) at a distorted geometry.

Positions of all 90 atoms, in Å:
S: 2.072 -4.082 -3.181
S: -0.550 0.547 4.411
S: -0.444 -2.487 -2.455
P: -1.800 1.517 -0.769
F: 0.061 -0.917 8.066
F: -3.651 5.255 1.431
F: 0.522 -1.914 5.339
F: -1.320 4.739 -0.873
F: -3.216 -1.184 5.874
F: -1.727 -2.916 6.561
F: -3.813 4.130 -0.791
F: -1.576 0.786 7.647
F: -1.351 -1.998 3.833
F: -2.209 -1.249 8.717
F: -0.996 5.036 1.477
O: 0.511 1.372 5.204
O: -1.929 1.253 4.715
N: 3.095 -0.024 4.312
N: 1.138 0.785 2.108
N: 4.300 -0.813 2.246
N: -1.233 2.051 -2.205
N: 1.864 -1.493 -4.152
N: 2.922 -2.332 3.556
C: 2.985 -0.800 -3.408
C: -1.614 4.110 0.457
C: -1.777 -3.476 -3.333
C: 0.668 2.755 0.381
C: -3.274 4.088 0.588
C: 2.914 1.381 0.216
C: 2.993 -0.872 3.064
C: 0.866 -0.524 -4.750
C: 2.468 0.207 -2.222
C: -0.082 -1.192 -5.938
C: 1.645 -0.638 2.165
C: -1.333 -0.674 7.629
C: -0.346 0.718 2.520
C: -3.317 -2.911 -3.062
C: 1.206 -2.588 -3.341
C: 1.306 1.232 0.640
C: 3.391 0.197 -0.858
C: -1.775 -1.439 6.247
C: -1.788 0.842 -6.391
C: -0.955 2.599 0.583
C: -1.195 2.068 2.116
C: -3.449 -2.048 -1.675
C: -1.652 -0.719 -5.881
C: -0.743 -1.226 4.981
H: 3.366 -0.573 5.157
H: 1.373 0.433 -5.245
H: -2.872 1.243 -6.183
H: 1.108 3.426 1.241
H: -0.963 1.498 -5.844
H: -3.245 1.615 -0.772
H: 3.627 1.484 1.137
H: 2.527 1.314 -2.660
H: 4.894 -1.570 2.701
H: 4.803 0.072 2.477
H: 4.483 0.531 -1.206
H: 0.813 -1.361 2.622
H: -3.679 3.102 1.088
H: -1.498 0.890 -7.547
H: -2.128 -0.902 -4.803
H: 0.995 3.218 -0.646
H: -0.994 2.917 2.915
H: -1.791 -4.614 -3.006
H: -3.656 -2.220 -3.974
H: -4.110 -3.802 -3.046
H: -4.603 -1.815 -1.502
H: -0.082 -2.371 -5.808
H: -2.313 -1.369 -6.633
H: 0.100 -0.076 -3.952
H: 0.744 0.409 0.008
H: 3.518 -0.854 -0.361
H: -1.636 -3.459 -4.503
H: 3.579 -0.151 -4.211
H: 3.676 0.833 4.182
H: 1.879 -1.104 1.091
H: 1.332 -0.018 -2.047
H: 3.685 -2.528 4.246
H: -1.336 0.141 -0.631
H: -2.911 -1.010 -1.741
H: 3.031 2.399 -0.398
H: -0.912 -0.189 1.990
H: 3.069 -2.981 2.744
H: 0.414 -0.951 -6.977
H: -3.078 -2.695 -0.765
H: 3.674 -1.667 -2.966
H: 1.681 1.477 2.668
H: -2.344 1.765 2.187
H: -2.034 2.365 -2.828

LUMO: -4.2 eV
SMILES string: CCCCN(CCCC[C@@H]1C[C@]([PH2]=N)(C(F)(F)C(F)F)C[C@H](S(=O)(=O)C(F)(F)C(F)(F)C(F)(F)F)[N@H+]1CC(N)(N)N)C(=S)SCCC
HOMO-LUMO gap: 6.3 eV
Charge: +1
Highest occupied orbital energy: -10.504 eV


(3)
Density functional theory data (ωB97M-V with the def2-TZVPD basis set) for a molecular structure, C24H43FP2Pr at a distorted geometry.

Positions of all 71 atoms, in Å:
Pr: -0.241 0.305 1.522
P: 2.133 1.359 0.444
P: -2.029 -0.189 -0.417
F: -1.169 1.994 2.399
C: 0.524 -2.159 2.695
C: -1.815 1.219 -3.639
C: 0.423 2.087 -0.289
C: 0.800 0.313 5.501
C: 0.422 -0.653 -4.627
C: -0.944 2.038 -4.531
C: 2.755 -0.988 3.364
C: -1.907 -0.121 -3.677
C: 3.294 0.857 -0.849
C: -2.043 -0.872 5.108
C: -1.091 -0.991 -4.580
C: -1.136 -1.571 -1.234
C: 1.057 -3.100 1.675
C: 2.895 2.873 1.111
C: 0.493 2.334 -4.013
C: -0.843 1.339 -0.877
C: -3.688 0.237 -1.008
C: 1.160 1.275 -3.203
C: 1.005 -0.052 -3.382
C: 0.427 -0.640 4.429
C: -0.825 -2.106 3.173
C: 1.296 -1.235 3.468
C: -0.874 -1.177 4.250
C: -1.957 -2.943 2.716
H: -4.395 -0.521 -0.630
H: -2.743 -0.652 -3.207
H: -2.904 -2.389 2.752
H: 0.842 2.651 -1.132
H: 3.151 -1.274 2.382
H: 4.136 0.324 -0.383
H: 2.996 0.074 3.514
H: -0.883 1.615 -5.544
H: -0.295 -1.973 -0.640
H: -3.976 1.202 -0.558
H: 2.000 1.653 -2.620
H: 1.447 -4.010 2.163
H: 1.119 2.565 -4.895
H: 3.304 -1.556 4.131
H: -0.717 -1.256 -2.203
H: -2.513 1.802 -3.035
H: -2.871 -1.560 4.896
H: -2.078 -3.826 3.363
H: -1.491 -0.941 -5.611
H: 0.382 1.314 5.316
H: -1.836 -2.408 -1.405
H: 3.349 3.472 0.311
H: -1.214 -2.037 -4.259
H: 3.676 2.583 1.828
H: 0.950 -1.605 -4.815
H: 0.417 -0.025 6.477
H: 3.680 1.729 -1.393
H: -2.402 0.157 4.944
H: 1.887 0.418 5.577
H: 2.817 0.166 -1.553
H: -1.773 -0.971 6.171
H: -1.824 -3.301 1.688
H: 1.527 -0.766 -2.737
H: -0.548 0.957 -1.857
H: -1.592 2.125 -1.065
H: 0.089 2.834 0.464
H: 0.285 -3.419 0.962
H: -3.802 0.323 -2.093
H: 0.465 3.267 -3.426
H: 1.884 -2.659 1.098
H: 0.609 -0.018 -5.510
H: -1.428 3.021 -4.648
H: 2.154 3.476 1.651

LUMO (spin up / spin down): -2.7 / -2.7 eV
HOMO-LUMO gap (spin up / spin down): 6.9 / 6.9 eV
Charge: +1
Multiplicity: 3
Highest occupied orbital energy (spin up / spin down): -9.607 / -9.608 eV


(4)
Density functional theory data (ωB97M-V with the def2-TZVPD basis set) for 2 unconnected molecules or ions with the total composition C24H43IN5O7PS.

Positions of all 82 atoms, in Å:
I: -1.735 -4.449 -2.609
S: -3.040 0.220 -2.106
P: -3.047 -2.630 -1.607
O: 4.248 3.483 -2.309
O: 4.144 3.192 -4.436
O: 0.153 -2.738 1.094
O: -1.818 -0.694 0.022
O: 0.649 -4.058 1.379
O: -3.858 -3.101 1.257
O: -3.786 -2.169 -2.993
N: 4.508 2.873 -3.324
N: -4.354 0.712 3.141
N: 2.516 3.868 4.647
N: 0.543 4.526 3.518
N: 2.023 2.803 2.650
C: -4.325 0.579 1.878
C: 0.491 -2.067 -1.766
C: 1.732 3.732 3.665
C: 5.709 1.240 -1.934
C: 1.889 1.389 3.015
C: -4.417 -0.766 1.166
C: -4.276 -3.886 2.347
C: 0.810 0.998 -2.970
C: -0.108 1.859 -3.826
C: -1.938 -1.549 1.163
C: -1.239 -0.767 2.324
C: 0.097 0.407 -1.744
C: 6.786 -0.656 -2.946
C: -0.552 -0.966 -2.042
C: 5.636 0.934 -4.334
C: 6.452 0.077 -1.815
C: 5.312 1.646 -3.194
C: -0.098 0.159 1.934
C: -1.257 -2.902 1.036
C: -1.937 -1.094 -1.349
C: -3.402 -1.803 1.632
C: 6.381 -0.226 -4.203
C: -4.247 1.831 1.046
C: 0.455 0.869 3.188
H: 7.365 -1.565 -2.848
H: 1.626 1.617 -2.589
H: -3.212 2.162 0.981
H: 1.527 -4.014 0.988
H: -3.450 -4.105 3.031
H: -0.569 2.625 -3.203
H: 1.526 3.026 1.799
H: 0.713 -0.398 1.473
H: -0.186 1.735 3.373
H: 2.431 1.270 3.951
H: -2.594 1.198 -1.315
H: -4.427 -0.196 3.603
H: -0.618 1.126 -1.351
H: -4.665 -4.819 1.950
H: -5.065 -3.392 2.923
H: 0.413 2.325 -4.659
H: -0.931 1.254 -4.213
H: 0.756 -2.575 -2.692
H: -0.753 -0.966 -3.114
H: 6.770 -0.257 -0.837
H: 1.276 0.200 -3.551
H: 0.391 0.226 4.064
H: -3.401 -1.771 2.723
H: -0.864 -1.498 3.042
H: 0.174 -2.840 -1.081
H: -1.975 -0.165 2.853
H: 0.844 0.284 -0.961
H: 0.073 4.295 2.650
H: -5.400 -1.165 1.433
H: -4.416 -0.637 0.088
H: -0.455 0.930 1.255
H: -1.553 -3.520 1.882
H: 5.443 1.820 -1.064
H: -0.104 4.269 4.255
H: 2.429 0.813 2.265
H: 6.643 -0.796 -5.083
H: -4.648 1.662 0.050
H: -1.519 -3.460 0.133
H: 1.417 -1.653 -1.369
H: 2.143 4.580 5.269
H: -4.720 -2.382 -2.919
H: -4.844 2.605 1.523
H: 5.312 1.279 -5.304

LUMO: -0.5 eV
SMILES string: [H]/N=C(/C)C[C@@H](OC)[C@@](CCCCN/C(N)=N/[H])(COO)O[C@@](S)([C@H](C)CCC)P(O)I.O=[N+]([O-])c1ccccc1
HOMO-LUMO gap: 8.3 eV
Highest occupied orbital energy: -8.809 eV


(5)
Density functional theory data (ωB97M-V with the def2-TZVPD basis set) for a molecular structure, C24H43N2P3STl at a distorted geometry.

Positions of all 74 atoms, in Å:
Tl: 2.491 -1.788 -1.255
S: 0.594 1.137 -3.605
P: -1.672 1.286 2.264
P: 1.372 1.915 1.261
P: -1.733 3.063 -1.323
N: 1.040 -4.852 1.302
N: 0.964 -2.647 1.226
C: 2.707 0.841 1.952
C: 1.190 -1.696 -3.649
C: -1.229 4.408 -0.246
C: 2.060 -4.296 4.885
C: 0.626 -2.938 -3.265
C: -1.547 -2.123 -3.881
C: -1.476 3.528 -3.050
C: 1.362 -4.407 2.589
C: 1.283 -3.006 2.533
C: -3.480 2.715 -1.028
C: -2.355 2.822 3.022
C: 1.552 -2.226 3.664
C: 1.944 -2.890 4.839
C: -1.007 -0.853 -4.120
C: 0.785 -3.774 0.529
C: -0.740 -3.131 -3.344
C: 2.417 2.954 0.148
C: 1.750 -5.070 3.746
C: -1.135 0.461 3.822
C: 1.704 -1.860 -6.284
C: 0.350 -0.528 -3.799
C: 0.595 -2.545 -6.563
C: 1.309 3.097 2.691
C: -3.255 0.374 2.056
H: -2.214 4.258 -3.399
H: 1.868 3.852 -0.167
H: -3.767 2.757 0.029
H: -3.025 -0.697 1.991
H: 2.202 -2.314 5.727
H: -2.591 -2.391 -4.098
H: -0.193 -2.042 -7.152
H: 0.493 -3.903 -0.529
H: -1.539 4.257 0.793
H: 1.250 -3.799 -2.998
H: -3.755 0.686 1.130
H: -0.149 4.557 -0.289
H: -0.795 1.979 -1.349
H: -3.759 1.749 -1.452
H: 2.262 -1.666 -3.895
H: 1.097 2.567 3.630
H: 3.322 3.246 0.700
H: 2.607 -2.350 -5.889
H: -0.336 1.035 4.306
H: -1.636 -0.060 -4.545
H: 0.440 -3.603 -6.335
H: 2.395 -4.779 5.816
H: 2.290 3.587 2.768
H: -3.906 0.562 2.921
H: 2.691 2.381 -0.750
H: 2.656 -0.146 1.465
H: 1.753 -0.808 -6.590
H: -0.747 -0.531 3.560
H: -1.172 -4.116 -3.219
H: 0.536 3.863 2.535
H: 2.556 0.708 3.033
H: -0.454 3.926 -3.128
H: -1.731 5.298 -0.643
H: 0.994 -5.824 0.995
H: 1.445 -1.144 3.570
H: 3.692 1.300 1.785
H: -1.984 0.351 4.512
H: -3.049 2.514 3.814
H: -4.068 3.484 -1.548
H: -1.542 3.427 3.443
H: 1.820 -6.158 3.713
H: -1.537 2.600 -3.644
H: -2.886 3.416 2.268

LUMO (spin up / spin down): -12.4 / -12.5 eV
HOMO-LUMO gap (spin up / spin down): 2.5 / 2.3 eV
Charge: +3
Highest occupied orbital energy (spin up / spin down): -14.891 / -14.807 eV


(6)
Density functional theory data (ωB97M-V with the def2-TZVPD basis set) for a molecular structure, C24H43N2P3SZr at a distorted geometry.

Positions of all 74 atoms, in Å:
Zr: 0.610 -0.647 -0.261
S: -0.245 -2.495 -3.860
P: -1.959 -1.557 -0.604
P: -0.457 1.581 0.565
P: 2.794 0.687 -0.529
N: 0.891 -2.140 1.245
N: 1.099 -4.179 2.021
C: 1.038 -3.439 0.912
C: 1.018 -1.711 -2.414
C: 0.607 2.560 1.712
C: -0.899 -1.119 -4.805
C: 4.183 -0.002 -1.504
C: -0.820 2.788 -0.764
C: -2.967 -0.381 -1.609
C: -2.620 -3.182 -1.195
C: -1.738 0.761 -6.752
C: 0.362 -1.004 3.464
C: 0.075 -1.325 4.802
C: 0.262 -2.632 5.293
C: 0.674 -3.683 4.455
C: 0.967 -3.341 3.146
C: 3.649 0.841 1.081
C: 2.839 2.403 -1.180
C: -2.981 -1.434 0.934
C: -1.692 -1.526 -5.909
C: -0.940 1.163 -5.668
C: -0.579 0.256 -4.664
C: 2.160 -1.906 -3.453
C: 0.821 -2.055 2.657
C: -2.125 -0.588 -6.846
C: -2.024 1.643 1.521
H: -3.260 0.485 -1.003
H: -3.586 -0.519 0.935
H: -2.332 -1.422 1.814
H: -2.412 -0.013 -2.478
H: -2.109 2.627 2.000
H: 1.109 -3.808 -0.104
H: 4.578 -0.891 -1.004
H: 1.232 -2.339 -1.478
H: 3.035 -2.434 -3.068
H: 0.777 -4.727 4.765
H: 0.226 -0.010 3.025
H: 1.489 2.955 1.196
H: -2.709 -0.930 -7.693
H: 4.970 0.759 -1.565
H: 0.018 0.568 -3.813
H: -1.777 -3.851 -1.372
H: 0.087 3.008 -1.339
H: -1.781 -2.604 -6.056
H: 2.286 2.463 -2.125
H: -0.285 -0.541 5.473
H: 0.007 3.393 2.106
H: -3.879 -0.883 -1.966
H: 2.407 3.137 -0.494
H: -1.577 2.374 -1.441
H: 0.946 1.938 2.552
H: 4.613 1.347 0.928
H: -3.665 -2.288 1.018
H: -3.264 -3.632 -0.433
H: 3.867 -0.285 -2.510
H: 1.192 -5.192 2.022
H: -0.565 2.181 -5.636
H: -2.008 1.459 -7.544
H: 0.853 -0.597 -2.275
H: 1.794 -2.512 -4.342
H: 2.413 -0.934 -3.891
H: -3.194 -3.079 -2.120
H: -2.027 0.866 2.295
H: -2.887 1.490 0.864
H: 0.071 -2.829 6.344
H: 3.819 -0.169 1.475
H: 3.885 2.674 -1.371
H: 3.039 1.401 1.798
H: -1.203 3.707 -0.301

LUMO (spin up / spin down): -14.8 / -14.8 eV
HOMO-LUMO gap (spin up / spin down): 3.4 / 3.4 eV
Charge: +4
Highest occupied orbital energy (spin up / spin down): -18.166 / -18.171 eV